[1]
{
  "formula": "C3H3NO2",
  "method": "wB97M-V/def2-TZVPD",
  "de_lowest_kj_mol": 283.1,
  "e_homo_ev": -8.778,
  "fmax_ev_per_a": 7.0,
  "e_lumo_ev": 0.5,
  "charge": 0,
  "homo_lumo_gap_ev": 9.26,
  "elements": ["C", "C", "C", "H", "H", "H", "N", "O", "O"],
  "xyz": [[0.7239, -0.0870, -0.0549], [-1.3812, 0.7367, 0.0498], [-1.3610, -0.7205, 0.0181], [0.6841, 1.9922, 0.2707], [-2.1309, 1.4909, 0.2456], [-2.1964, -1.4228, 0.2943], [-0.0643, 1.0525, -0.1784], [1.9429, 0.0339, 0.1125], [0.0825, -1.1592, -0.0676]],
  "atomic_forces_ev_per_a": [[5.318, 4.456, 0.407], [1.149, -5.155, 0.017], [-0.546, 3.277, 0.870], [-3.672, -3.695, -1.950], [-0.163, -0.462, -0.253], [1.621, 0.595, -0.681], [3.491, 3.939, 1.947], [-1.338, -0.648, -0.437], [-5.861, -2.307, 0.080]],
  "mulliken_charge": [0.55, -0.16, -0.32, 0.39, 0.38, 0.33, -0.27, -0.65, -0.25]
}

=====

[2]
{
  "formula": "C21H38N3O2P2SSn",
  "method": "wB97M-V/def2-TZVPD",
  "de_lowest_kj_mol": 0.0,
  "e_homo_ev": -17.949,
  "fmax_ev_per_a": 0.2,
  "e_lumo_ev": -9.3,
  "charge": 3,
  "homo_lumo_gap_ev": 8.69,
  "elements": ["Sn", "C", "P", "C", "C", "C", "C", "C", "C", "C", "P", "C", "C", "H", "H", "H", "H", "H", "H", "H", "H", "H", "H", "H", "H", "H", "H", "H", "H", "C", "N", "C", "C", "C", "N", "C", "C", "H", "H", "H", "H", "H", "H", "H", "H", "H", "H", "H", "H", "H", "H", "H", "H", "C", "O", "C", "O", "H", "H", "H", "S", "C", "C", "N", "C", "H", "H", "H"],
  "xyz": [[-0.3799, 0.2534, -0.4715], [0.1135, 1.3287, 3.3590], [-0.2807, 0.0100, 2.1764], [-1.7924, -0.7528, 2.8130], [1.0247, -1.2409, 2.2535], [0.9590, -2.2070, 3.2568], [1.9041, -3.2193, 3.3326], [2.9168, -3.2886, 2.3896], [2.9952, -2.3346, 1.3849], [2.0693, -1.2961, 1.3094], [2.2887, -0.0156, 0.0385], [3.3899, -0.6985, -1.2260], [3.3129, 1.2629, 0.8348], [0.1765, 0.8673, 4.3470], [-0.6735, 2.0834, 3.3751], [1.0703, 1.8000, 3.1419], [-1.6428, -1.0875, 3.8393], [-2.0794, -1.5999, 2.1910], [-2.5916, -0.0137, 2.8213], [0.1728, -2.1810, 3.9988], [1.8453, -3.9520, 4.1262], [3.6547, -4.0781, 2.4387], [3.7975, -2.4096, 0.6648], [2.9585, -1.5905, -1.6763], [4.3537, -0.9364, -0.7748], [3.5673, 0.0539, -1.9937], [4.1979, 0.7635, 1.2335], [2.8002, 1.7628, 1.6542], [3.6352, 2.0051, 0.1030], [-1.3524, -0.2840, -3.5219], [-0.3904, 0.5833, -2.7934], [0.9618, 0.2936, -3.3531], [-0.7361, 2.0026, -3.0481], [-0.0013, 2.8989, -2.0781], [-0.3886, 2.5944, -0.6707], [-1.6932, 3.2511, -0.3833], [0.6128, 3.2198, 0.2293], [-1.2549, -0.1040, -4.5942], [-2.3705, -0.0431, -3.2264], [-1.1243, -1.3306, -3.3297], [0.9473, 0.4752, -4.4293], [1.2144, -0.7453, -3.1616], [1.7085, 0.9415, -2.9012], [-1.8161, 2.1189, -2.9504], [-0.4738, 2.2658, -4.0755], [-0.2142, 3.9489, -2.2882], [1.0766, 2.7670, -2.1676], [-1.6147, 4.3130, -0.6224], [-1.9100, 3.1629, 0.6781], [-2.4969, 2.8135, -0.9673], [0.5807, 4.3045, 0.1115], [1.6095, 2.8736, -0.0272], [0.3832, 2.9764, 1.2636], [-0.8056, -4.1136, 0.0377], [-1.0016, -2.6573, 0.0250], [-0.2173, -1.9506, -0.7660], [0.6034, -2.3763, -1.5314], [-1.2319, -4.4500, 0.9759], [0.2539, -4.3402, -0.0267], [-1.3392, -4.5438, -0.8054], [-4.9514, -1.0582, -0.6153], [-4.8757, 0.3046, 0.4071], [-3.6169, 0.7960, 0.4402], [-2.7020, 0.0928, -0.3254], [-3.3000, -0.9427, -0.8963], [-5.7485, 0.6819, 0.9167], [-3.3076, 1.6423, 1.0269], [-2.7805, -1.6719, -1.4972]],
  "atomic_forces_ev_per_a": [[0.063, 0.005, 0.092], [0.019, -0.009, -0.035], [-0.062, -0.088, -0.033], [0.013, 0.008, 0.009], [-0.009, 0.021, 0.013], [-0.002, -0.010, 0.005], [0.000, 0.002, -0.003], [0.004, 0.008, 0.003], [0.009, 0.011, 0.003], [0.026, 0.035, -0.030], [0.023, -0.039, 0.022], [-0.013, -0.001, -0.018], [-0.014, -0.015, -0.020], [0.001, 0.024, 0.008], [-0.006, -0.003, 0.000], [-0.007, -0.019, -0.003], [0.012, 0.010, 0.003], [0.013, 0.019, -0.009], [-0.026, 0.010, -0.012], [-0.008, -0.001, 0.004], [-0.001, 0.003, 0.004], [-0.003, -0.005, -0.010], [0.007, -0.011, 0.003], [-0.001, 0.008, 0.010], [0.002, 0.010, 0.005], [0.004, -0.003, 0.005], [0.009, 0.012, 0.000], [-0.004, -0.029, -0.009], [0.014, -0.011, 0.005], [-0.026, 0.003, 0.033], [0.043, 0.032, -0.053], [-0.023, 0.011, 0.052], [-0.003, 0.008, 0.054], [-0.003, -0.060, -0.008], [-0.022, 0.086, -0.055], [0.007, -0.051, 0.033], [0.024, -0.053, -0.031], [-0.003, 0.001, -0.001], [-0.003, -0.017, 0.025], [-0.001, -0.008, 0.013], [0.005, -0.007, -0.004], [-0.013, -0.010, -0.002], [-0.009, -0.011, -0.005], [-0.001, -0.010, 0.012], [0.002, 0.015, 0.001], [-0.008, -0.002, -0.010], [0.004, 0.000, 0.004], [-0.007, 0.001, -0.001], [-0.028, -0.025, 0.023], [-0.001, -0.019, -0.006], [0.002, 0.003, -0.005], [-0.061, 0.011, 0.015], [-0.003, -0.001, 0.013], [-0.051, 0.035, -0.057], [0.034, -0.029, 0.144], [-0.055, 0.206, -0.012], [0.031, -0.088, -0.039], [-0.005, -0.009, -0.007], [0.017, 0.000, 0.007], [0.035, -0.033, -0.013], [0.050, -0.125, 0.156], [-0.042, 0.103, -0.090], [0.055, -0.004, 0.061], [-0.024, -0.133, 0.006], [0.038, 0.123, -0.180], [-0.004, 0.015, -0.012], [0.013, 0.054, -0.019], [-0.025, 0.049, -0.052]],
  "mulliken_charge": [1.23, -1.36, 1.64, -1.63, 0.47, -1.13, -0.97, -0.95, -1.04, 0.55, 1.84, -1.90, -1.44, 0.46, 0.48, 0.35, 0.69, 0.29, 0.46, 0.37, 0.47, 0.49, 0.36, 0.44, 0.62, 0.47, 0.47, 0.25, 0.52, -1.18, 0.66, -1.11, -0.76, -0.83, 0.34, -1.25, -0.91, 0.50, 0.36, 0.30, 0.47, 0.29, 0.26, 0.36, 0.46, 0.49, 0.31, 0.45, 0.26, 0.48, 0.51, 0.26, 0.16, -0.80, -0.05, 0.03, -0.49, 0.26, 0.35, 0.32, -0.05, -0.40, -1.06, 0.67, -0.44, 0.50, 0.48, 0.30]
}

=====

[3]
{
  "formula": "C5H8N2",
  "method": "wB97M-V/def2-TZVPD",
  "de_lowest_kj_mol": 49.3,
  "e_homo_ev": -7.466,
  "fmax_ev_per_a": 0.2,
  "smiles": "Cn1ccc(N)c1",
  "e_lumo_ev": 1.1,
  "charge": 0,
  "homo_lumo_gap_ev": 8.52,
  "elements": ["C", "N", "C", "C", "C", "N", "C", "H", "H", "H", "H", "H", "H", "H", "H"],
  "xyz": [[2.2994, 0.2139, -0.0541], [0.9014, -0.0146, 0.2310], [0.3595, -1.2639, 0.2907], [-1.0025, -1.1686, 0.1770], [-1.3121, 0.2164, 0.0417], [-2.6157, 0.7469, -0.0230], [-0.1211, 0.9047, 0.0699], [2.8084, -0.7515, -0.0081], [2.4317, 0.6156, -1.0651], [2.7678, 0.8919, 0.6651], [0.9988, -2.1237, 0.4405], [-1.7029, -1.9928, 0.1943], [-3.2462, 0.1128, -0.4983], [-2.6454, 1.6454, -0.4882], [0.0790, 1.9677, 0.0264]],
  "atomic_forces_ev_per_a": [[0.178, 0.019, 0.007], [-0.128, -0.139, -0.066], [0.067, -0.002, -0.010], [-0.087, 0.019, 0.060], [0.196, -0.089, 0.010], [-0.022, 0.033, -0.144], [-0.042, 0.007, -0.009], [0.012, 0.183, 0.045], [-0.020, -0.025, 0.151], [-0.127, -0.035, -0.058], [-0.124, 0.077, -0.156], [0.063, 0.130, 0.081], [0.044, 0.099, 0.083], [-0.002, -0.087, 0.068], [-0.008, -0.190, -0.059]],
  "mulliken_charge": [-0.86, 0.17, -0.35, -0.81, 0.87, -0.57, -0.85, 0.29, 0.32, 0.28, 0.35, 0.33, 0.26, 0.24, 0.33]
}

=====

[4]
{
  "formula": "C20H28NO3Pb",
  "method": "wB97M-V/def2-TZVPD",
  "de_lowest_kj_mol": 364.6,
  "e_homo_ev": [-1.587, -2.354],
  "fmax_ev_per_a": 3.3,
  "e_lumo_ev": [2.5, 2.5],
  "charge": -1,
  "homo_lumo_gap_ev": [4.06, 4.81],
  "elements": ["O", "C", "C", "H", "H", "C", "H", "H", "C", "H", "H", "H", "C", "H", "H", "H", "Pb", "C", "C", "C", "H", "C", "C", "H", "H", "H", "H", "C", "C", "C", "H", "C", "C", "H", "H", "H", "H", "O", "C", "C", "H", "H", "C", "H", "H", "C", "H", "H", "H", "H", "O", "C", "N"],
  "xyz": [[0.0650, -0.7938, 1.0693], [-0.8379, -1.5585, 0.2704], [-0.8574, -2.8623, 1.1538], [-0.3930, -1.5557, -0.7320], [-1.7612, -0.9836, 0.1253], [0.2719, -2.0155, 1.7989], [-0.4742, -3.8627, 0.7586], [-1.7936, -2.8343, 1.8140], [1.5622, -2.7582, 1.4761], [1.5805, -2.9606, 0.3843], [1.5450, -3.7918, 1.8695], [2.4576, -2.2456, 1.8679], [-0.0091, -1.8074, 3.2710], [-1.0803, -1.6417, 3.4926], [0.6045, -1.0144, 3.7644], [0.1247, -2.7372, 3.8734], [0.0977, 1.9733, -2.2083], [-1.4169, 2.9534, 2.1248], [-1.8036, 3.5806, 0.9224], [-2.0386, 2.5573, -0.0526], [-2.0206, 4.6516, 0.8339], [-2.0748, 1.3319, 0.6738], [-1.6054, 1.5601, 1.9766], [-1.3617, 0.8260, 2.7617], [-1.0014, 3.4915, 2.9869], [-2.3353, 2.7390, -1.0851], [-2.4768, 0.4082, 0.3000], [2.0440, 3.5415, 0.6239], [1.8809, 2.8825, 2.0072], [1.7673, 1.5141, 1.8659], [1.9413, 3.4454, 2.9902], [1.7855, 1.1518, 0.4256], [1.9288, 2.3184, -0.3554], [2.4061, 2.3826, -1.3450], [3.0697, 4.0712, 0.5586], [1.6301, 0.8340, 2.7258], [1.7956, 0.1040, 0.0470], [-0.2053, -1.1453, -2.5363], [-0.0598, -2.6541, -2.4317], [-0.2781, -3.2954, -3.8251], [-0.8146, -3.0984, -1.7684], [0.9215, -2.9366, -2.0273], [-0.5306, -2.1278, -4.7905], [-1.1499, -4.0029, -3.8269], [0.5781, -3.8766, -4.1635], [-0.3775, -0.7835, -3.9774], [-1.5580, -2.2310, -5.1810], [0.2092, -2.1511, -5.6316], [-1.2803, -0.1085, -4.0840], [0.4842, -0.1550, -4.2815], [-0.2873, 5.9498, 1.9123], [0.2824, 5.2321, 1.1738], [0.8494, 4.4892, 0.4034]],
  "atomic_forces_ev_per_a": [[-0.198, -2.202, 1.041], [-0.801, 0.592, -2.294], [-0.324, 1.649, -0.147], [-0.417, -0.550, 1.038], [0.125, -0.843, 0.327], [0.110, -1.348, 1.943], [-1.087, 1.394, 0.392], [1.315, -0.730, -1.125], [0.483, -0.166, -0.137], [0.411, 0.681, 0.411], [-0.133, 0.546, 0.380], [-0.217, -0.153, -0.527], [0.161, -0.305, 1.772], [0.459, 0.639, -0.565], [-0.476, -0.475, -0.536], [0.496, 0.276, -0.589], [-0.395, 0.922, 1.750], [-0.653, 0.703, -0.377], [0.152, -0.267, 0.148], [-0.597, 0.687, 0.398], [0.515, -0.532, -0.346], [0.694, -0.170, 0.145], [-0.107, -0.133, 0.181], [-0.308, 0.297, -0.646], [-0.443, -0.377, -0.243], [-0.670, -0.077, 0.261], [0.099, 0.140, -0.164], [-0.864, -0.195, 0.274], [0.688, -0.529, 0.310], [-0.109, 0.760, -1.160], [-0.233, -0.692, -1.502], [0.957, -0.449, 1.289], [-0.249, 0.818, -0.178], [0.570, -0.186, 0.748], [-1.786, -0.369, -0.227], [0.046, 0.315, -0.824], [-0.040, 1.284, 0.369], [-0.040, -2.448, -2.187], [-0.403, 0.303, -0.951], [-0.415, 0.098, 0.053], [0.163, 0.674, -0.007], [-0.112, 0.528, -0.060], [0.195, 0.715, -0.247], [0.734, 0.695, 0.147], [0.140, 0.012, 0.196], [-0.496, -0.466, 0.661], [0.547, 0.331, -0.089], [-0.814, 0.090, 0.577], [0.872, -0.908, 0.298], [-0.287, -0.627, 0.087], [0.092, 0.132, -0.409], [1.119, -0.833, -0.030], [1.529, 0.752, 0.372]],
  "mulliken_charge": [-0.07, 0.44, -0.64, -0.06, -0.49, 1.51, 0.32, 0.25, -1.71, 0.22, 0.43, 0.32, -1.67, 0.36, 0.19, 0.41, 0.45, -0.35, -0.76, -1.47, 0.59, -0.96, -0.39, 0.26, 0.47, 0.87, 1.16, 0.49, -0.82, 0.08, 0.34, -0.29, -1.72, 0.70, 0.26, 0.17, 0.53, -0.37, 0.01, -0.63, 0.17, 0.07, -0.43, 0.25, 0.28, -0.58, 0.24, 0.25, 0.24, 0.30, -0.56, 0.63, -0.31]
}